{"formula": "C35H33ClCoN4S2Si2", "method": "ωB97M-V with the def2-TZVPD basis set", "symbols": ["C", "C", "C", "H", "C", "C", "H", "H", "H", "H", "Co", "Si", "C", "C", "H", "C", "H", "C", "H", "C", "H", "C", "H", "C", "C", "H", "C", "H", "C", "H", "C", "H", "C", "H", "H", "Si", "C", "C", "H", "C", "H", "C", "H", "C", "H", "C", "H", "C", "C", "H", "C", "H", "C", "H", "C", "H", "C", "H", "H", "Cl", "N", "C", "N", "C", "C", "S", "C", "C", "S", "C", "N", "N", "H", "H", "H", "H", "H", "H"], "xyz": [[-2.228138, -1.260874, 3.964142], [-2.942840, -0.476796, 3.017495], [-3.059023, -1.223387, 1.814877], [-3.462204, 0.449503, 3.238874], [-2.446222, -2.491025, 2.035004], [-1.945933, -2.520346, 3.370198], [-1.541518, -3.381345, 3.888739], [-2.011654, -0.985457, 4.993669], [-3.617513, -0.904257, 0.935264], [-2.468696, -3.345944, 1.366343], [-1.150741, -1.013071, 2.340324], [2.490905, 1.565677, 0.064657], [1.197395, 2.852561, -0.408302], [1.501251, 3.776926, -1.409685], [2.476887, 3.730213, -1.903565], [0.562007, 4.734137, -1.799714], [0.803095, 5.425023, -2.608927], [-0.688815, 4.791657, -1.180323], [-1.443961, 5.498594, -1.526374], [-0.971832, 3.923563, -0.122793], [-1.921786, 3.985331, 0.410644], [-0.029639, 2.964508, 0.245697], [-0.252739, 2.298909, 1.079352], [1.082448, -0.084787, 0.211625], [-0.406947, -0.215021, 0.515711], [-1.024890, 0.681894, 0.573863], [-1.014814, -1.447297, -0.035333], [-2.030014, -1.457869, -0.437196], [-0.221879, -2.655578, 0.010840], [-0.662625, -3.624646, -0.237355], [1.122335, -2.552708, 0.344391], [1.713451, -3.457091, 0.502213], [1.777137, -1.317563, 0.352636], [2.870692, -1.308930, 0.428487], [2.617502, 1.026677, 1.486578], [0.128012, -0.780857, -1.263850], [0.743943, -1.864047, -2.733838], [-0.153426, -2.156420, -3.766981], [-1.142147, -1.686456, -3.790716], [0.202833, -3.045161, -4.790302], [-0.509911, -3.271421, -5.582439], [1.465728, -3.649177, -4.785602], [1.733348, -4.373924, -5.558736], [2.378759, -3.324340, -3.780284], [3.370039, -3.778184, -3.769634], [2.025122, -2.426124, -2.768420], [2.763997, -2.176439, -2.005528], [-0.516334, 0.628214, -2.385980], [-1.827980, 1.095186, -2.302601], [-2.524235, 0.685693, -1.568475], [-2.258961, 2.082834, -3.198274], [-3.286452, 2.442571, -3.147058], [-1.387947, 2.619724, -4.151446], [-1.721008, 3.413329, -4.820390], [-0.078292, 2.138781, -4.237612], [0.611873, 2.537456, -4.983887], [0.343607, 1.151759, -3.349470], [1.367256, 0.778730, -3.418763], [3.471154, 2.548085, 0.417187], [3.573117, 0.851099, -1.551748], [-2.304749, 2.417711, 2.563893], [-1.138884, 1.997608, 3.076374], [-0.607416, 0.764396, 2.987359], [0.740101, 0.791304, 3.393202], [1.201128, 2.047174, 3.740027], [-0.052814, 3.205999, 3.755871], [1.375557, -0.481671, 3.404862], [2.672048, -0.849040, 3.687408], [2.881014, -2.540235, 3.571933], [1.203734, -2.717271, 3.150506], [0.528098, -1.560911, 3.072956], [0.742991, -3.950508, 2.913071], [-2.601314, 3.364020, 2.772667], [-2.900585, 1.816922, 2.005458], [2.232279, 2.247135, 3.992330], [3.450662, -0.131596, 3.919074], [1.343057, -4.726927, 3.156989], [-0.207708, -4.116233, 2.608778]], "forces_ev_per_angstrom": [[-1.355, 0.015, 1.020], [-2.344, -0.609, 0.873], [-1.208, 0.273, 0.525], [0.410, -0.218, -0.067], [-1.205, -1.882, 0.842], [-1.845, -0.816, -0.370], [0.195, 0.313, -0.148], [0.121, 0.024, -0.383], [0.324, -0.103, 0.240], [0.144, 0.312, 0.041], [2.170, 0.428, -1.735], [-1.666, -0.355, 2.181], [-0.107, -0.082, 0.001], [-0.286, 0.197, -0.061], [-0.309, 0.051, 0.125], [0.016, -0.108, -0.030], [-0.106, -0.151, 0.182], [0.077, -0.106, 0.128], [0.237, -0.094, 0.133], [0.218, 0.112, -0.168], [0.181, 0.015, -0.223], [-0.128, 0.190, 0.051], [0.234, 0.280, -0.507], [-1.215, 0.899, -1.131], [-0.041, 0.639, 2.484], [0.278, -0.309, -0.843], [-1.448, -0.143, -1.235], [0.209, -0.172, 0.629], [0.542, -1.602, 0.902], [0.081, 0.433, 0.047], [0.669, -0.419, -0.148], [-0.205, 0.205, -0.333], [0.749, -1.717, 0.681], [-0.283, 0.073, -0.026], [0.453, 0.063, -0.144], [1.826, 1.811, -5.998], [0.367, -0.192, 0.835], [0.086, -0.225, -0.218], [0.312, -0.144, 0.037], [0.183, 0.051, 0.266], [0.155, 0.042, 0.164], [-0.180, 0.128, 0.125], [-0.080, 0.285, 0.216], [-0.096, 0.134, 0.025], [-0.214, 0.124, -0.071], [-0.024, -0.353, -0.348], [-0.270, -0.068, -0.143], [-0.427, -0.456, 0.998], [0.174, 0.507, -0.789], [0.101, 0.121, -0.099], [-0.078, 0.061, 0.053], [0.195, -0.021, -0.016], [0.049, -0.281, 0.182], [0.002, -0.234, 0.145], [-0.207, -0.010, 0.222], [-0.198, -0.089, 0.237], [0.104, 0.144, -0.419], [-0.250, 0.081, 0.024], [1.411, 1.245, -0.225], [0.058, -0.705, -0.540], [-0.979, 0.293, -0.007], [1.828, -1.404, 0.315], [0.801, 4.032, 1.048], [-0.967, 2.730, 0.126], [0.327, -2.041, 0.044], [-0.251, -0.490, -0.504], [1.426, -2.288, -0.048], [-1.225, 1.509, -0.144], [-0.277, 0.082, 0.032], [-0.289, 1.914, 0.135], [3.057, -1.097, 0.640], [-0.286, -0.786, 0.165], [0.020, -0.438, -0.309], [0.367, 0.290, 0.325], [-0.213, 0.285, 0.199], [0.057, -0.451, -0.002], [-0.396, 0.126, -0.204], [0.444, 0.147, -0.004]], "mulliken_spin": [-0.080, 0.208, -0.077, -0.006, 0.178, 0.013, 0.002, 0.002, -0.012, -0.007, 1.028, -0.009, -0.007, -0.001, -0.001, 0.000, 0.000, 0.000, 0.000, 0.000, 0.000, 0.010, -0.011, 0.179, 0.477, -0.097, 0.183, -0.107, 0.583, -0.073, 0.044, -0.013, 0.388, -0.063, 0.011, -0.056, 0.046, 0.017, 0.008, 0.004, 0.000, -0.002, 0.000, 0.004, 0.000, 0.031, -0.012, 0.045, 0.014, -0.002, -0.001, 0.000, 0.006, 0.000, -0.002, 0.000, 0.028, -0.003, 0.000, 0.001, 0.000, -0.011, 0.039, -0.045, 0.008, 0.014, 0.022, 0.002, 0.009, 0.020, 0.063, 0.008, 0.000, -0.002, -0.001, 0.002, 0.001, -0.001], "total_energy_ev": -130359.445, "de_lowest_kcal_mol": 101.01, "s_squared": 3.850, "spin_multiplicity": 4, "homo_lumo_gap_ev": [5.9, 6.6], "lumo_ev": [0.1, -0.3]}

{"formula": "C46H55O7PS2", "method": "ωB97M-V with the def2-TZVPD basis set", "symbols": ["C", "C", "O", "O", "C", "C", "C", "C", "C", "C", "C", "O", "S", "O", "O", "C", "P", "O", "O", "S", "H", "H", "H", "H", "H", "H", "H", "H", "H", "H", "H", "H", "H", "H", "H", "H", "H", "H", "H", "C", "C", "C", "C", "C", "C", "H", "H", "H", "H", "H", "H", "C", "C", "C", "C", "C", "C", "H", "H", "H", "H", "H", "H", "C", "C", "C", "C", "C", "C", "H", "H", "H", "H", "H", "H", "C", "C", "C", "C", "C", "C", "H", "H", "H", "H", "H", "H", "C", "C", "C", "C", "C", "C", "H", "H", "H", "H", "H", "H", "C", "C", "C", "C", "C", "C", "H", "H", "H", "H", "H", "H"], "xyz": [[7.631559, -2.816668, 0.764499], [6.265968, -1.910482, 0.819352], [6.375783, -0.604941, 0.547834], [4.908704, -2.427193, 1.109504], [4.037015, -2.285981, -0.104736], [2.853926, -1.205401, 0.247657], [1.974758, -0.689963, -1.034487], [0.971658, -1.800299, -1.694919], [0.432030, -2.962277, -0.681353], [-0.415341, -4.148640, -1.485337], [-0.523814, -5.426408, -0.467443], [-1.294647, -5.192122, 0.761340], [-0.617785, -3.970373, 1.738279], [-1.558013, -3.713730, 2.940409], [0.837219, -4.398672, 2.173923], [-0.439713, -2.445293, 0.600686], [-2.220449, -1.877703, 0.214804], [-3.317813, -3.155988, -0.248448], [-2.862448, -1.236488, 1.743186], [-2.367631, -0.420341, -1.067130], [8.527172, -2.125517, 0.384519], [7.929944, -3.165587, 1.843845], [7.585022, -3.733841, 0.024796], [3.608589, -3.378162, -0.287672], [4.681195, -1.882940, -0.999091], [3.381756, -0.232542, 0.696221], [2.230326, -1.657304, 1.133032], [1.410738, 0.334601, -0.797132], [2.762630, -0.402751, -1.883945], [1.604529, -2.359624, -2.540165], [0.128839, -1.217418, -2.280921], [1.383848, -3.527442, -0.234517], [0.280591, -4.440822, -2.409839], [-1.427805, -3.774077, -1.936049], [0.584859, -5.755253, -0.181394], [-0.955037, -6.340669, -1.096609], [0.056995, -1.608084, 1.249124], [-4.215338, -2.909737, 0.162820], [-2.117982, -1.212950, 2.421408], [1.924349, 2.418994, 4.677738], [2.669113, 1.472776, 5.381163], [2.633482, 0.131973, 4.999400], [1.848963, -0.263871, 3.915856], [1.096902, 0.680901, 3.218179], [1.135425, 2.022345, 3.597560], [1.957570, 3.464676, 4.971268], [3.278516, 1.780693, 6.227155], [3.216717, -0.604640, 5.545734], [1.823005, -1.307970, 3.616573], [0.480767, 0.371718, 2.377386], [0.551134, 2.758834, 3.052307], [-4.975651, -1.304535, -4.304615], [-4.230887, -2.250753, -3.601190], [-4.266518, -3.591556, -3.982953], [-5.051037, -3.987401, -5.066496], [-5.803098, -3.042628, -5.764174], [-5.764575, -1.701184, -5.384793], [-4.942430, -0.258854, -4.011085], [-3.621484, -1.942836, -2.755198], [-3.683283, -4.328170, -3.436619], [-5.076995, -5.031499, -5.365780], [-6.419233, -3.351811, -6.604967], [-6.348866, -0.964695, -5.930046], [-6.626721, -9.426903, -6.310095], [-7.834388, -8.978443, -6.844170], [-8.424782, -7.813884, -6.354268], [-7.809244, -7.099309, -5.326298], [-6.606263, -7.552827, -4.785834], [-6.013889, -8.715361, -5.278271], [-6.163552, -10.330666, -6.696617], [-8.315481, -9.536581, -7.643494], [-9.364248, -7.462829, -6.773084], [-8.267631, -6.190587, -4.946174], [-6.129369, -6.999338, -3.980618], [-5.075232, -9.067368, -4.858595], [4.875439, 4.724269, -0.294096], [5.620204, 3.778051, 0.409329], [5.584572, 2.437248, 0.027565], [4.800053, 2.041404, -1.055978], [4.047992, 2.986176, -1.753655], [4.086515, 4.327620, -1.374274], [4.908661, 5.769951, -0.000566], [6.229606, 4.085969, 1.255321], [6.167807, 1.700635, 0.573899], [4.774095, 0.997305, -1.355262], [3.431857, 2.676993, -2.594448], [3.502224, 5.064109, -1.919527], [-0.809975, 7.297127, 0.463253], [0.293006, 6.515371, 0.805453], [0.237626, 5.680020, 1.920750], [-0.920267, 5.629499, 2.697255], [-2.019996, 6.418234, 2.360447], [-1.966016, 7.250814, 1.242957], [-0.768891, 7.942873, -0.409695], [1.196301, 6.556551, 0.201923], [1.096224, 5.068349, 2.185156], [-0.964651, 4.976869, 3.564717], [-2.920401, 6.383489, 2.968898], [-2.823934, 7.863639, 0.979263], [1.575439, 9.834301, 5.661076], [2.320204, 8.888083, 6.364502], [2.284572, 7.547279, 5.982738], [1.500053, 7.151435, 4.899195], [0.747992, 8.096208, 4.201517], [0.786515, 9.437652, 4.580898], [1.608661, 10.879982, 5.954606], [2.929606, 9.196000, 7.210494], [2.867807, 6.810666, 6.529072], [1.474095, 6.107336, 4.599911], [0.131857, 7.787024, 3.360724], [0.202224, 10.174140, 4.035645]], "forces_ev_per_angstrom": [[0.377, 0.300, 0.133], [-0.195, 5.921, -1.467], [-0.676, -7.935, 1.572], [3.174, 0.588, -2.061], [-0.799, 0.474, -0.056], [0.646, 0.737, 0.461], [0.563, 0.182, -0.375], [0.522, 0.148, -0.819], [0.209, -0.515, -0.587], [1.143, 0.400, 0.324], [1.728, -0.771, -2.217], [1.291, 2.015, 0.204], [2.467, -1.681, 5.058], [2.836, -0.786, -5.024], [-5.389, 1.631, -2.316], [-0.233, -1.061, -0.163], [-2.946, 1.562, 0.896], [0.864, 2.383, 2.257], [2.671, -1.744, -1.753], [0.635, -0.824, 0.576], [-2.360, -1.291, 0.867], [-0.831, 0.488, -2.103], [-0.337, 1.829, 1.698], [0.943, 2.389, 0.178], [-1.343, -0.941, 1.636], [-0.978, -2.228, -0.977], [1.030, 0.821, -1.784], [1.130, -2.419, -0.237], [-1.696, -0.553, 1.809], [-1.418, 0.942, 1.920], [1.470, -1.436, 1.443], [-2.092, 1.393, -0.779], [-1.553, 0.384, 2.095], [1.779, -0.710, 1.109], [-2.366, 0.818, -0.424], [0.372, 1.985, 1.925], [-0.899, -1.603, -1.170], [1.803, -0.467, -0.729], [-1.406, -0.302, -0.979], [-0.041, -0.222, -0.097], [-0.083, -0.059, -0.140], [-0.096, 0.115, -0.095], [-0.025, 0.186, 0.037], [0.185, 0.025, 0.244], [0.072, -0.060, 0.078], [-0.011, -0.132, -0.031], [-0.088, -0.049, -0.139], [-0.095, 0.107, -0.095], [0.023, 0.073, 0.067], [0.052, 0.110, 0.032], [0.065, -0.110, 0.048], [-0.032, -0.216, -0.086], [-0.033, -0.083, -0.067], [-0.169, 0.169, -0.178], [0.022, 0.125, 0.064], [0.076, 0.045, 0.108], [0.111, -0.108, 0.117], [0.003, -0.140, -0.011], [-0.152, -0.060, -0.210], [-0.076, 0.078, -0.040], [-0.019, 0.130, 0.011], [0.102, 0.034, 0.123], [0.080, -0.107, 0.069], [-0.074, 0.160, 0.085], [0.082, 0.082, 0.108], [0.171, -0.043, 0.086], [0.056, -0.155, -0.079], [-0.051, -0.089, -0.120], [-0.167, 0.050, -0.097], [-0.071, 0.120, 0.060], [0.080, 0.091, 0.118], [0.138, -0.053, 0.063], [0.069, -0.115, -0.040], [-0.085, -0.074, -0.115], [-0.133, 0.048, -0.058], [-0.045, -0.167, -0.058], [-0.139, -0.034, -0.184], [0.007, 0.079, 0.023], [-0.019, 0.240, 0.080], [0.083, 0.027, 0.124], [0.092, -0.088, 0.117], [-0.014, -0.129, -0.035], [-0.085, -0.051, -0.133], [-0.157, 0.119, -0.148], [0.050, 0.102, 0.086], [0.083, 0.053, 0.106], [0.080, -0.100, 0.063], [0.005, -0.088, 0.183], [-0.105, -0.031, 0.068], [-0.226, -0.017, -0.099], [-0.009, -0.007, -0.273], [0.089, -0.036, -0.080], [0.158, -0.085, 0.058], [0.001, -0.083, 0.128], [-0.132, -0.022, 0.098], [-0.075, 0.088, -0.060], [-0.003, 0.093, -0.074], [0.148, 0.002, -0.096], [0.122, -0.094, 0.041], [-0.032, -0.181, -0.063], [-0.070, -0.037, -0.118], [-0.109, 0.101, -0.106], [0.006, 0.267, 0.099], [0.039, 0.124, 0.044], [0.163, -0.129, 0.167], [-0.006, -0.142, -0.026], [-0.085, -0.047, -0.133], [-0.074, 0.106, -0.067], [-0.013, 0.126, 0.020], [0.173, 0.156, 0.221], [0.080, -0.114, 0.065]], "mulliken_charge": [-0.911, 0.538, -0.462, -0.302, -0.346, 0.421, -0.366, -0.794, -0.030, -0.318, -0.365, -0.338, 1.176, -0.639, -0.603, 0.692, 1.048, -0.448, -0.535, -0.384, 0.287, 0.286, 0.263, 0.039, 0.342, 0.253, -0.442, 0.226, 0.282, 0.357, 0.187, 0.044, 0.470, -0.051, 0.264, 0.351, -0.817, 0.331, 0.343, -0.005, -0.623, -0.636, -0.162, -0.644, -0.313, 0.312, 0.379, 0.387, 0.362, 0.452, 0.430, -0.466, 0.383, -0.470, -0.403, -0.602, -0.307, 0.384, -0.182, 0.389, 0.495, 0.381, 0.360, -0.357, -0.378, -0.367, -0.380, -0.375, -0.378, 0.353, 0.348, 0.355, 0.380, 0.460, 0.347, -0.402, -0.558, -0.298, -0.090, -0.473, -0.402, 0.394, 0.382, 0.400, 0.316, 0.366, 0.396, -0.392, -0.495, -0.229, -0.192, -0.477, -0.421, 0.368, 0.404, 0.343, 0.370, 0.358, 0.365, -0.385, -0.412, -0.379, 0.015, 0.067, -0.512, 0.349, 0.354, 0.356, 0.091, 0.099, 0.365], "total_energy_ev": -93880.256, "smiles": "CC(=O)OCCCC[C@@H]1CCOS(=O)(=O)[C@@H]1P(O)(O)=S.c1ccccc1.c1ccccc1.c1ccccc1.c1ccccc1.c1ccccc1.c1ccccc1", "homo_lumo_gap_ev": 9.3, "lumo_ev": 0.2}